1) DFT (ωB97M-V with the def2-TZVPD basis set) results for the molecule C8H6O4.

Properties
Kohn-Sham gap, eV: 9.9
HOMO level, eV: -10.00
SMILES string: O=C(O)c1ccccc1C(=O)O
M, g mol⁻¹: 166.13

ORCA input file:
```
! wB97M-V def2-TZVPD RIJCOSX def2/J DEFGRID3
* xyz 0 1
O -0.256 2.908 -0.272
C -0.642 1.778 -0.110
O -1.912 1.497 0.143
C 0.385 0.691 -0.057
C 1.695 1.048 -0.117
C 2.799 0.099 0.079
C 2.530 -1.223 0.060
C 1.184 -1.673 0.152
C 0.134 -0.727 0.029
C -1.226 -1.260 0.032
O -1.963 -0.862 0.939
O -1.691 -2.137 -0.867
H -2.143 0.547 0.163
H 1.956 2.031 0.005
H 3.852 0.628 0.194
H 3.411 -1.997 0.093
H 0.985 -2.784 0.185
H -2.630 -2.069 -0.577
*
```

***

2) DFT (ωB97M-V with the def2-TZVPD basis set) results for the molecule C8H6O4.

Properties
Kohn-Sham gap, eV: 8.3
HOMO level, eV: -8.61
SMILES string: O=Cc1ccc(O)c(O)c1C=O
M, g mol⁻¹: 166.13

ORCA input file:
```
! wB97M-V def2-TZVPD RIJCOSX def2/J DEFGRID3
* xyz 0 1
O 2.956 -1.626 0.035
C 2.665 -0.476 -0.170
C 1.095 -0.241 -0.169
C 0.466 -1.492 0.059
C -0.880 -1.638 -0.040
C -1.659 -0.474 0.038
O -2.984 -0.453 0.334
C -1.091 0.757 -0.222
O -1.843 1.819 -0.361
C 0.336 0.921 -0.022
C 1.103 2.165 0.356
O 2.223 2.361 0.027
H 3.493 0.290 -0.383
H 1.071 -2.326 0.212
H -1.203 -2.678 -0.149
H -3.442 -1.193 -0.171
H -2.752 1.473 -0.432
H 0.445 2.810 1.057
*
```

***

Compare the structures above. Which one is the least stable? 2) is.